1.
Entry from the OMol25 dataset: a structure of composition C50H62CdN2O4S (ωB97M-V/def2-TZVPD).

Charge: 0
Energy relative to the best compared isomer or geometry (same formula, charge and spin) (kJ/mol): 326.6
DFT total energy (eV): -79425.005

Each line ends with the Löwdin charge.
Element x y z (Å)
H (3.652, -1.352, -1.345)  0.10
H (1.421, 3.084, 7.927)  0.09
O (-0.294, -1.755, -0.338)  -0.20
C (0.996, 1.923, -3.624)  0.02
H (2.905, -1.981, 0.964)  0.10
H (5.534, 2.241, -4.625)  0.09
O (-2.545, 0.341, -0.913)  -0.24
H (3.601, 3.068, -1.803)  0.08
H (-1.105, -1.702, 4.087)  0.10
H (4.857, 3.570, -3.675)  0.09
C (-1.570, -0.446, -4.338)  0.00
C (1.076, 0.212, 4.272)  0.00
C (-2.543, -1.873, -6.855)  -0.05
H (2.203, -0.325, 6.742)  0.07
C (-1.885, -1.801, -4.437)  -0.17
H (-3.601, -1.922, -6.585)  0.09
C (-2.297, -0.351, -2.044)  -0.36
C (-1.472, 1.786, -3.140)  -0.08
H (0.664, -3.582, -0.151)  0.10
C (1.272, 2.571, 3.994)  0.02
H (-4.336, -2.681, 1.449)  0.12
C (2.308, 2.292, -3.346)  -0.15
H (-2.666, -3.462, -3.308)  0.11
C (3.053, 3.045, -5.591)  -0.05
H (-4.191, -2.122, -0.764)  0.13
H (2.937, 4.079, -5.253)  0.09
C (-0.042, 2.163, -2.736)  -0.14
C (-2.828, -2.269, 2.928)  -0.15
C (-0.645, -1.713, 2.009)  -0.12
C (1.577, 3.104, -1.172)  -0.44
H (2.412, 3.423, 6.503)  0.09
C (-2.590, -1.713, -2.097)  -0.16
C (0.259, 2.814, -1.530)  -0.33
C (4.508, 1.500, 0.134)  -0.12
C (3.393, 2.126, -4.409)  -0.55
H (0.431, -2.913, -5.406)  0.09
C (-2.496, -2.243, 0.501)  -0.12
C (1.223, 1.603, 6.378)  -0.57
C (2.340, 0.735, 6.976)  -0.05
H (-5.589, -1.663, 4.920)  0.09
H (0.661, 3.712, 6.463)  0.08
C (-4.384, -3.934, 3.960)  -0.05
H (-3.138, -4.122, -5.430)  0.09
C (-1.154, -1.929, 0.729)  -0.26
H (-1.972, 4.805, -0.254)  0.10
H (1.026, -0.669, 4.912)  0.12
H (1.244, 4.559, 2.296)  0.07
S (2.221, 3.806, 0.325)  1.00
C (-4.891, -1.481, 4.097)  -0.04
H (-2.179, 2.256, -2.462)  0.10
H (3.317, 1.045, 6.593)  0.09
C (3.436, 0.668, -4.891)  -0.04
C (2.581, 2.847, -2.102)  -0.07
H (0.124, -1.421, -6.304)  0.07
H (-5.455, -1.508, 3.160)  0.08
H (2.355, 0.838, 8.066)  0.08
H (-2.675, -1.460, 5.659)  0.08
H (-3.599, -4.691, 3.868)  0.09
H (-2.279, -0.820, -6.989)  0.08
H (-1.909, -4.490, -6.647)  0.08
H (1.250, -2.094, 2.937)  0.14
C (3.452, -0.058, 1.709)  -0.10
H (-0.034, -2.985, -7.118)  0.08
H (-0.159, 1.223, 8.017)  0.09
C (1.068, 1.157, 2.062)  -0.38
C (3.773, -0.648, -0.523)  -0.12
H (-0.614, -3.517, -1.395)  0.09
C (-0.201, -2.457, -6.173)  -0.05
N (4.016, 1.118, 1.367)  0.04
C (-1.507, -1.880, 3.094)  0.03
H (0.036, 3.725, 1.314)  0.07
H (5.012, 1.954, -2.954)  0.07
C (1.180, 2.435, 2.606)  -0.20
C (4.780, 2.496, -3.876)  -0.06
O (-0.797, 3.205, -0.713)  -0.25
H (-5.029, -4.007, 3.081)  0.08
H (4.046, 1.838, 2.071)  0.12
H (0.925, -2.681, -1.669)  0.10
C (-3.147, -2.428, -0.877)  -0.06
H (3.696, 0.002, -4.062)  0.08
H (0.755, 1.451, -4.572)  0.11
H (-3.163, -3.498, -1.089)  0.12
C (-2.079, -4.007, -5.680)  -0.07
H (-2.205, -3.164, 5.483)  0.09
C (3.328, -1.010, 0.753)  -0.07
C (-3.048, -2.467, 5.449)  -0.07
C (0.193, -2.964, -0.917)  -0.03
H (-4.476, -0.476, 4.212)  0.09
C (-0.131, 1.127, 6.926)  -0.05
C (-1.680, -2.535, -5.769)  -0.56
H (2.479, 0.342, -5.306)  0.07
H (-4.990, -4.172, 4.839)  0.08
H (-1.640, 4.607, -1.994)  0.10
C (1.219, 1.474, 4.854)  -0.17
H (2.123, 2.740, -6.081)  0.08
C (1.442, 3.043, 6.835)  -0.07
C (-2.401, -2.408, -3.293)  0.00
H (-2.407, -2.382, -7.816)  0.08
H (-1.654, 2.178, -4.140)  0.12
N (4.337, 0.516, -0.823)  0.03
O (1.047, 1.005, 0.735)  -0.25
H (-1.177, 0.076, -5.208)  0.11
C (-1.216, 4.545, -0.991)  -0.04
C (1.045, 3.660, 1.714)  -0.37
H (4.196, 0.557, -5.670)  0.09
H (1.361, -1.373, 1.327)  0.05
C (0.820, -1.345, 2.269)  -0.09
H (-1.486, -4.540, -4.930)  0.08
H (-0.947, 1.723, 6.505)  0.09
H (-3.741, -2.741, 6.248)  0.09
C (-3.773, -2.533, 4.104)  -0.56
Cd (-0.748, 0.741, -0.115)  1.60
H (3.115, -0.177, 2.732)  0.13
H (1.367, 3.575, 4.397)  0.11
C (-3.293, -2.424, 1.619)  0.02
C (1.005, 0.030, 2.898)  -0.19
H (-0.368, 5.225, -0.911)  0.10
H (-0.314, 0.079, 6.672)  0.07
H (3.857, 3.014, -6.335)  0.09
C (-1.759, 0.286, -3.172)  -0.14

2.
Entry from the OMol25 dataset: a structure of composition C23H28IrNO4S in a non-equilibrium geometry (ωB97M-V/def2-TZVPD).

Charge: +1
DFT total energy (eV): -47642.599
<S²>: 8.793
Multiplicity: 6

Each line ends with the Mulliken spin population.
Element x y z (Å)
H (1.878, 4.911, 0.219)  0.00
H (0.894, 0.967, -3.817)  0.00
H (2.779, 3.231, -3.680)  0.00
H (2.161, -0.049, 0.737)  0.02
C (-1.930, -0.510, 0.096)  0.25
H (-3.016, 1.347, 0.770)  0.00
S (1.326, -2.651, -0.175)  -0.10
C (0.036, 2.096, 2.307)  0.17
C (0.720, -0.098, 2.501)  0.34
C (1.656, 2.993, -2.022)  -0.01
C (1.901, 2.733, 0.477)  -0.03
H (-2.486, 2.193, -1.778)  0.03
H (3.371, -3.677, -0.514)  0.00
H (-3.378, 2.308, -5.525)  0.00
O (0.436, -2.420, 0.970)  0.29
C (-2.732, 3.973, -4.321)  0.00
H (-1.060, 0.275, -3.042)  0.03
C (1.219, 4.104, 0.566)  0.06
O (0.763, 3.780, -1.775)  0.07
H (-2.074, -1.188, 0.924)  0.02
C (-0.115, 0.919, 3.072)  0.24
H (3.883, 3.470, 0.150)  0.01
H (0.507, 4.724, -3.720)  0.00
O (1.859, -1.375, -0.737)  0.45
C (-1.637, 4.613, -3.722)  0.00
C (-0.179, 2.771, -4.333)  0.00
H (2.488, -4.458, 0.845)  0.00
H (-0.539, 3.030, 2.349)  0.00
C (2.789, -3.514, 0.392)  -0.01
O (0.743, -3.497, -1.222)  0.37
H (-3.720, 4.443, -4.250)  0.00
H (0.819, -1.110, 2.852)  0.01
Ir (-0.354, 1.118, -0.129)  1.96
C (1.881, 2.040, -0.934)  0.17
H (2.620, 1.205, -0.952)  0.01
H (0.260, 4.084, 0.033)  -0.01
C (-1.363, 0.280, -1.995)  0.15
H (0.961, 4.326, 1.598)  0.00
H (-0.667, -1.716, -1.335)  0.02
C (-2.461, 0.815, 0.006)  0.04
C (1.366, 0.388, 1.335)  0.12
H (-1.740, 5.520, -3.110)  0.00
C (3.403, 2.788, 0.886)  -0.01
H (1.577, 1.877, -5.208)  0.00
C (-0.351, 4.091, -3.900)  0.01
C (-1.248, -0.828, -1.106)  0.05
C (0.997, 1.803, 1.203)  0.17
H (-0.633, 0.849, 4.037)  0.00
H (3.559, 3.178, 1.901)  0.00
C (-2.532, 2.769, -5.002)  0.00
H (3.867, 1.791, 0.794)  0.00
C (-1.262, 2.179, -4.975)  0.00
C (1.101, 1.986, -4.209)  0.00
C (-2.152, 1.281, -1.330)  0.14
H (3.324, -2.886, 1.106)  0.00
H (-1.121, 1.256, -5.529)  0.00
H (0.926, 1.265, -1.252)  -0.05
N (2.102, 2.600, -3.267)  0.00

3.
Entry from the OMol25 dataset: a structure of composition C6H6HgMgO2 in a non-equilibrium geometry (ωB97M-V/def2-TZVPD).

Charge: +3
DFT total energy (eV): -19998.584
<S²>: 0.751
Multiplicity: 2

Each line ends with the natural charge from an NBO analysis.
Element x y z (Å)
H (0.571, -1.990, 2.019)  0.26
H (1.916, -0.352, 3.206)  0.33
H (2.018, 2.219, 1.017)  0.34
C (-1.372, -1.309, 2.527)  -0.89
H (2.297, 1.285, -0.671)  0.35
C (0.334, 0.745, 3.948)  0.85
H (-1.978, -0.664, 3.176)  0.27
Hg (-1.918, 3.514, -1.562)  0.99
C (1.725, 1.448, 0.302)  -0.58
C (0.008, -1.227, 2.566)  0.00
C (0.505, 1.357, -0.112)  0.70
Mg (-1.807, -0.397, 0.520)  1.70
O (-0.089, 1.578, 4.600)  -0.25
H (-1.796, -2.283, 2.254)  0.29
C (0.836, -0.210, 3.126)  -0.60
O (-0.693, 1.219, -0.217)  -0.77

4.
Entry from the OMol25 dataset: a structure of composition C16H32CrN2O18 in a non-equilibrium geometry (ωB97M-V/def2-TZVPD).

Charge: 0
Energy relative to the best compared isomer or geometry (same formula, charge and spin) (kJ/mol): 59.0
DFT total energy (eV): -85359.547
<S²>: 6.003
Multiplicity: 5

Each line ends with the natural charge from an NBO analysis.
Element x y z (Å)
O (1.206, 3.261, -1.567)  -0.49
H (-4.415, 3.708, -2.170)  0.22
H (1.435, 1.091, -1.893)  0.23
O (-0.093, 2.037, -0.118)  -0.67
H (3.953, 3.647, 3.362)  0.21
O (-2.282, -3.553, 1.781)  -0.50
C (-3.458, -2.074, -1.401)  -0.28
H (-3.433, -5.266, -0.425)  0.21
H (5.986, -1.501, -0.538)  0.23
C (4.104, 2.672, 2.900)  -0.25
H (-2.818, 3.608, -2.993)  0.22
C (-2.553, -4.926, 1.537)  -0.07
H (5.692, 0.315, -0.531)  0.22
C (-1.074, -2.971, 1.827)  1.06
O (-0.256, -2.353, -1.744)  -0.55
N (0.629, -1.592, -1.503)  0.76
O (-2.259, -0.028, 0.104)  -0.64
H (4.566, 2.058, 3.674)  0.20
O (-3.846, -0.721, -1.494)  -0.52
C (5.643, -0.627, 0.016)  -0.63
C (2.786, 0.885, 1.745)  1.07
N (-1.314, 1.581, 3.266)  0.73
O (-1.856, 1.714, 2.208)  -0.51
O (-3.216, 1.430, -1.276)  -0.47
H (-1.761, -4.812, -0.520)  0.24
O (0.401, -0.799, -0.645)  -0.57
O (-0.129, -3.871, 1.872)  -0.51
O (1.737, 0.253, 1.503)  -0.64
H (2.008, 3.135, -4.016)  0.21
H (-1.609, 4.009, 1.003)  0.21
H (4.872, 2.750, 2.130)  0.20
H (-0.228, 3.868, 2.083)  0.20
O (1.637, -1.639, -2.141)  -0.51
H (-5.012, 1.505, -2.186)  0.19
H (1.760, -4.603, 1.898)  0.20
Cr (-0.430, 0.226, 1.091)  1.31
C (4.223, -0.720, 0.546)  -0.08
O (0.109, 4.226, -0.005)  -0.49
C (-3.968, 1.723, -2.411)  -0.07
O (4.022, 0.486, 1.268)  -0.53
H (6.379, -0.564, 0.818)  0.21
H (1.447, -2.891, 2.413)  0.20
C (-2.476, -5.369, 0.086)  -0.65
H (0.210, 2.765, -3.745)  0.22
H (1.571, -3.186, 0.770)  0.21
H (-3.808, 0.990, -3.202)  0.19
O (-1.763, 1.950, 4.349)  -0.46
H (-2.474, -2.420, -1.720)  0.24
H (-3.514, -5.183, 1.984)  0.20
H (-4.104, -2.659, -2.054)  0.19
C (-3.060, 0.237, -0.811)  1.07
H (2.741, 2.020, -2.092)  0.18
H (3.475, -0.856, -0.235)  0.22
H (-3.620, -2.402, -0.375)  0.19
C (-3.815, 3.174, -2.906)  -0.64
H (1.573, 1.496, -4.146)  0.22
H (-0.568, 5.457, 1.369)  0.20
C (-0.603, 4.381, 1.198)  -0.26
O (-0.894, -1.745, 1.879)  -0.67
H (-1.895, -5.547, 2.146)  0.19
C (1.245, 2.429, -3.687)  -0.63
C (0.311, 3.071, -0.569)  1.03
C (1.666, 2.093, -2.255)  -0.10
H (-4.307, 3.375, -3.858)  0.23
H (3.970, -1.600, 1.138)  0.18
O (2.889, 2.108, 2.316)  -0.50
H (-2.250, -6.434, 0.036)  0.22
O (-0.314, 0.850, 3.232)  -0.57
C (1.232, -3.673, 1.684)  -0.26

5.
Entry from the OMol25 dataset: a cluster of 2 separate species, C4H13N3 in total in a non-equilibrium geometry (ωB97M-V/def2-TZVPD).

Charge: +2
Energy relative to the best compared isomer or geometry (same formula, charge and spin) (kJ/mol): 207.4
DFT total energy (eV): -8811.428

Each line ends with the natural charge from an NBO analysis.
Element x y z (Å)
C (-0.836, -3.090, 0.399)  -0.65
C (0.363, -0.247, -1.011)  0.37
H (1.224, 4.379, -0.514)  0.48
H (0.057, -3.376, -0.044)  0.25
H (-1.159, -3.405, 1.375)  0.27
H (-1.690, -3.332, -0.191)  0.27
N (1.377, 0.632, -1.024)  -0.83
H (-0.236, -0.186, -1.842)  0.21
H (-2.385, -1.617, 2.206)  0.27
H (1.484, 3.020, 0.411)  0.45
H (1.912, 0.714, -1.936)  0.44
H (1.425, 2.857, -1.299)  0.47
N (1.700, 3.465, -0.512)  -0.89
H (-2.990, -0.629, 0.868)  0.30
H (2.043, 0.736, -0.211)  0.41
H (2.763, 3.529, -0.398)  0.48
H (-1.694, -0.098, 1.858)  0.26
C (-1.023, -1.574, 0.516)  0.51
C (-2.070, -1.027, 1.389)  -0.71
N (-0.264, -0.750, -0.041)  -0.37